{
  "formula": "C18H38N3O3",
  "method": "the ωB97M-V functional and the def2-TZVPD basis",
  "homo_lumo_gap_ev": 8.775,
  "total_charge": 1,
  "symbols": ["C", "C", "N", "C", "C", "N", "C", "C", "N", "C", "C", "C", "H", "H", "H", "H", "H", "H", "H", "H", "H", "H", "H", "H", "H", "H", "C", "C", "C", "O", "H", "H", "H", "H", "H", "H", "H", "H", "C", "C", "C", "O", "H", "H", "H", "H", "H", "H", "H", "H", "C", "C", "C", "O", "H", "H", "H", "H", "H", "H", "H", "H"],
  "xyz": [[2.38709, -0.22834, -2.56255], [2.37167, 1.10103, -2.15413], [1.27450, 1.84730, -2.13708], [0.12487, 1.29384, -2.50119], [0.04617, -0.02994, -2.89457], [-1.23990, -0.66152, -3.25994], [-1.80794, -1.51246, -2.13557], [-2.36221, -0.66206, -0.99194], [-2.92691, 0.60606, -1.42467], [-3.36157, 0.66390, -2.79903], [-2.29851, 0.25114, -3.84372], [1.19174, -0.81015, -2.94399], [3.31491, -0.78508, -2.57478], [3.29058, 1.57792, -1.82745], [-0.75013, 1.93477, -2.49532], [-1.00655, -1.32221, -4.00068], [-0.98862, -2.13861, -1.78266], [-2.57314, -2.14489, -2.59080], [-3.10927, -1.28434, -0.49038], [-1.56888, -0.46871, -0.26512], [-2.37123, 1.39762, -1.14397], [-3.66972, 1.68655, -3.02065], [-4.24758, 0.03508, -2.92402], [-1.79354, 1.09820, -4.30514], [-2.77238, -0.31775, -4.64598], [1.15635, -1.84829, -3.26291], [-2.79627, -5.61619, 0.72347], [-2.58671, -4.11807, 0.59646], [-2.12835, -3.49145, 1.90186], [-3.77484, -3.47649, 0.11713], [-3.57032, -5.82435, 1.46641], [-3.11653, -6.04344, -0.22625], [-1.88109, -6.11611, 1.04105], [-1.83934, -3.92684, -0.18076], [-2.88445, -3.64099, 2.67668], [-1.97734, -2.41825, 1.78690], [-1.19628, -3.93750, 2.24961], [-4.46608, -3.62573, 0.77310], [4.16427, 4.50186, 1.91211], [4.37291, 3.00624, 1.76118], [5.32855, 2.66102, 0.63315], [3.11705, 2.34779, 1.52903], [3.74886, 4.92132, 0.99089], [3.46887, 4.71212, 2.72414], [5.10548, 5.01062, 2.12074], [4.74813, 2.59402, 2.69898], [4.90362, 3.01573, -0.31227], [5.45652, 1.58009, 0.56838], [6.30793, 3.12267, 0.75538], [2.75534, 2.72050, 0.71601], [0.46049, -0.12450, 2.50378], [0.14324, 0.94436, 3.53634], [-0.52808, 2.15352, 2.90190], [1.33190, 1.32860, 4.21384], [1.16317, 0.29571, 1.77639], [0.93580, -0.98921, 2.96664], [-0.43232, -0.45999, 1.97158], [-0.51027, 0.53248, 4.30800], [0.13824, 2.59973, 2.15730], [-0.74454, 2.90895, 3.65613], [-1.46345, 1.87691, 2.40969], [1.93611, 1.69581, 3.55321]],
  "atomic_forces_ev_per_a": [[-0.0677, -0.0370, -0.0092], [0.0909, -0.0570, 0.0127], [0.0038, 0.1124, 0.1268], [-0.0146, -0.0866, -0.0815], [-0.0259, 0.0724, 0.0456], [0.0940, -0.1253, 0.0386], [0.0373, -0.0342, 0.0057], [0.0716, -0.0183, 0.1532], [0.1109, 0.0327, -0.1037], [-0.0195, 0.0739, 0.0953], [-0.2604, 0.0071, -0.2278], [0.0263, 0.0009, 0.0808], [-0.0729, 0.0020, -0.0141], [-0.0728, 0.0007, -0.0472], [0.0880, -0.0005, 0.0314], [0.0133, 0.0478, 0.0088], [-0.1175, -0.0745, -0.0743], [0.0160, 0.0963, 0.0159], [0.0322, 0.0235, -0.0168], [-0.0622, 0.0409, -0.0639], [-0.0030, -0.0089, -0.0095], [-0.0498, -0.0926, -0.0254], [0.0806, -0.0078, 0.0260], [0.0623, -0.0695, 0.1358], [0.0552, 0.0216, 0.0410], [-0.0033, 0.0598, 0.0089], [-0.0500, -0.0026, -0.0652], [0.0098, -0.0717, 0.0995], [-0.0192, 0.0438, -0.0128], [0.1011, 0.0308, -0.0306], [0.0248, -0.0060, 0.0256], [0.0048, 0.0029, -0.0023], [0.0045, 0.0061, 0.0106], [-0.0069, 0.0002, -0.0078], [0.0184, -0.0303, 0.0111], [0.0115, 0.0321, 0.0005], [-0.0009, -0.0090, 0.0005], [-0.0522, 0.0220, -0.0670], [-0.0438, -0.0097, 0.0238], [0.0716, 0.0929, -0.0953], [-0.0711, -0.0729, -0.0676], [-0.0425, -0.0722, 0.1219], [0.0346, 0.0078, -0.0123], [0.0078, -0.0044, 0.0081], [0.0066, -0.0022, -0.0041], [-0.0788, -0.0607, 0.0055], [0.0844, 0.0371, -0.0263], [0.0289, 0.0079, -0.0041], [-0.0198, 0.0292, 0.0518], [-0.0974, 0.0193, 0.0622], [0.1421, -0.0253, -0.1349], [0.0400, 0.0783, -0.0600], [-0.0092, 0.0201, 0.0028], [-0.0044, 0.0194, -0.0258], [-0.0131, -0.0554, -0.0445], [-0.0253, 0.0111, 0.0359], [-0.0782, 0.0129, 0.0290], [0.0335, -0.0042, 0.0276], [-0.0053, -0.0145, -0.0086], [-0.0057, -0.0042, 0.0024], [-0.0126, -0.0072, 0.0082], [-0.0009, -0.0013, -0.0107]]
}


{
  "formula": "C18H38N4O10V",
  "method": "the ωB97M-V functional and the def2-TZVPD basis",
  "homo_lumo_gap_ev": 7.729,
  "total_charge": -1,
  "symbols": ["O", "V", "O", "N", "O", "O", "O", "N", "O", "O", "O", "C", "C", "C", "C", "C", "C", "N", "O", "C", "C", "C", "H", "H", "H", "H", "H", "H", "H", "H", "H", "H", "H", "H", "H", "H", "H", "H", "H", "H", "H", "C", "C", "C", "C", "C", "C", "N", "O", "C", "C", "C", "H", "H", "H", "H", "H", "H", "H", "H", "H", "H", "H", "H", "H", "H", "H", "H", "H", "H", "H"],
  "xyz": [[-11.24874, 10.75267, -0.28005], [-10.23311, 10.65960, -1.50485], [-10.82381, 9.69092, -2.57277], [-11.87939, 13.45916, -1.81785], [-11.34232, 12.44756, -2.35810], [-12.80479, 14.04133, -2.38965], [-11.41853, 13.90872, -0.74691], [-9.09773, 8.20674, 0.53997], [-10.16288, 7.86059, 1.06594], [-8.04659, 7.58792, 0.77400], [-9.06086, 9.19067, -0.25660], [-15.41570, 11.71717, 2.49702], [-15.59220, 10.84184, 1.21597], [-16.98576, 10.22508, 1.24861], [-17.48436, 9.65990, -0.07872], [-17.22954, 10.68917, -1.17967], [-15.78462, 11.22467, -1.30026], [-15.43759, 11.70334, 0.03775], [-14.20108, 12.37689, 0.04863], [-14.78607, 10.19404, -1.87126], [-15.96598, 12.40706, -2.25533], [-14.51877, 9.73491, 1.34215], [-14.39425, 12.07339, 2.60073], [-15.77323, 11.18136, 3.37390], [-16.03293, 12.60068, 2.31036], [-17.00032, 9.44274, 2.01444], [-17.64165, 11.00349, 1.65305], [-18.56205, 9.58042, 0.07963], [-16.99145, 8.73008, -0.36544], [-17.99451, 11.46283, -1.06093], [-17.52650, 10.26825, -2.14828], [-15.39687, 9.37598, -2.27267], [-14.26187, 10.58832, -2.74238], [-14.06504, 9.76468, -1.18891], [-16.58030, 13.23579, -1.89201], [-14.98651, 12.76885, -2.57018], [-16.59114, 12.16292, -3.12406], [-14.55369, 9.02551, 0.52058], [-14.69340, 9.22985, 2.29559], [-13.49621, 10.10805, 1.43965], [-13.50868, 11.69621, 0.14171], [-8.46310, 12.58982, 0.03062], [-7.21948, 12.16871, -0.75987], [-6.36493, 11.33927, 0.22361], [-5.31354, 10.51637, -0.51530], [-5.96734, 9.60844, -1.53281], [-6.86475, 10.35131, -2.55349], [-7.73227, 11.26702, -1.82092], [-8.64552, 11.92393, -2.68713], [-5.96338, 10.96013, -3.63218], [-7.68884, 9.28484, -3.29826], [-6.55306, 13.47087, -1.24829], [-8.16277, 13.17984, 0.90104], [-8.97732, 11.72782, 0.46576], [-9.16422, 13.20847, -0.53395], [-5.95568, 12.05385, 0.93510], [-7.08434, 10.64070, 0.65590], [-4.80722, 9.90649, 0.23355], [-4.65625, 11.17724, -1.09039], [-6.55066, 8.82032, -1.04547], [-5.19866, 9.04169, -2.06552], [-6.51396, 11.39697, -4.47205], [-5.27764, 11.68710, -3.18964], [-5.36796, 10.18978, -4.12035], [-7.09317, 8.54101, -3.82557], [-8.36375, 8.73794, -2.63665], [-8.32221, 9.76930, -4.04617], [-5.64882, 13.23431, -1.81400], [-6.38023, 14.11653, -0.39546], [-7.22892, 13.91492, -1.98249], [-8.14503, 12.51385, -3.27098]],
  "atomic_forces_ev_per_a": [[0.4862, -0.1911, -1.1043], [-1.1243, 0.9324, 2.1772], [-0.1644, -0.3155, -0.1801], [-0.1401, 1.9447, 1.1904], [0.6428, -1.3196, -0.6087], [0.4378, -0.7711, -0.1183], [-0.0596, -0.7042, -0.5776], [-0.9564, -1.5310, 1.0790], [0.5010, 0.5539, -0.5076], [-0.0647, 0.6510, -0.3521], [0.6668, 1.1029, -1.1662], [-0.6054, 0.3673, -1.3272], [1.3343, -0.2380, 0.6919], [0.2736, -0.0312, 0.3439], [0.2639, 1.1503, 0.1696], [-0.7363, -0.9077, -0.2204], [-1.1171, 0.2657, 0.5615], [-0.6558, 0.7506, 0.3656], [0.0801, -0.4010, 0.0843], [-0.9114, -0.2587, -1.0054], [0.3014, 0.5977, -0.5460], [-0.0866, -0.0553, 0.2122], [0.0642, -0.2100, 0.1533], [0.1363, -0.0366, 0.0869], [-0.0484, 0.0417, 0.3475], [0.1349, -0.0084, -0.0126], [-0.3049, 0.0041, -0.4621], [-0.0081, -0.7137, -0.4813], [-0.2279, -0.2372, 0.3621], [0.5812, 0.5605, 0.2627], [0.3284, -0.1998, -0.0128], [0.2447, -0.2042, 0.0683], [0.2080, 0.1575, 0.2029], [0.0883, 0.2444, 0.1313], [0.4832, -0.0478, 0.8727], [-0.1812, 0.2711, -0.1187], [0.5947, -0.7114, -0.2062], [-0.0168, -0.2395, 0.1742], [-0.0842, -0.2413, -0.1446], [-0.0340, 0.1625, -0.3132], [0.1249, 0.1415, -0.2407], [-0.0208, 0.3180, 0.3607], [-0.8121, 0.4274, 0.8268], [-0.4671, -0.1202, -1.5577], [-0.3732, 0.3182, 0.1040], [-0.4676, -0.5982, 0.1492], [0.9950, -1.7496, -0.6609], [-0.4812, -0.4835, 0.1302], [0.4679, 0.0034, 0.0179], [0.1667, 0.7644, 0.0068], [-1.0053, 0.2524, 0.1289], [-0.0984, -1.4193, -1.0106], [0.0667, 0.0840, -0.0739], [-0.0325, -0.0586, -0.1848], [-0.0314, -0.1178, -0.0114], [0.0565, -0.2435, 0.2605], [0.2637, 0.0382, 0.4975], [0.5192, 0.1327, -0.2597], [0.4775, -0.0144, 0.5394], [-0.2333, 0.3512, 0.2036], [0.0112, 0.2524, -0.2790], [-0.1362, 0.3156, 0.2601], [0.0071, 0.0861, -0.3230], [0.0413, -0.1853, 0.3087], [0.4082, 0.1852, 0.1554], [0.1495, 0.0882, 0.1354], [0.0177, -0.0449, -0.0219], [0.2846, 0.2987, 0.3776], [0.1060, 0.2105, -0.1364], [-0.0305, 0.4949, 0.3201], [-0.2982, 0.0883, -0.0950]]
}


In order of appearance, electronic energy = -29888.335, -71399.026 eV.